# 1
Molecular formula: C6H16O2
Method: DFT, the ωB97M-V functional and the def2-TZVPD basis

Last column: Mulliken charge in e.
CARTESIAN COORDINATES (ANGSTROEM)
C 1.06994 -1.97401 -0.29452  -0.9791
C 1.10157 -0.58952 -0.92296  -0.3921
C 0.11380 0.24377 -0.03311  0.7696
C 0.37592 0.60640 1.47431  -1.1890
C 0.03023 1.51131 -0.74839  -0.9890
C -0.69667 1.58362 -2.12038  -0.6953
O -1.13350 2.84561 -2.52604  -0.5575
H 2.13744 -2.35928 -0.32028  0.3031
H 0.51261 -2.79966 -0.83573  0.2843
H 0.80334 -1.90713 0.81522  0.1616
H 2.06858 -0.02368 -0.84182  0.3471
H 0.87188 -0.59815 -1.98789  0.2789
H -0.87058 -0.31498 0.01779  0.2049
H 1.46599 1.04145 1.62052  0.2494
H 0.19045 0.02423 2.44751  0.2551
H -0.19024 1.61772 1.62414  0.3045
H 0.91987 2.11289 -0.82157  0.3416
H -0.53201 2.22816 -0.10799  0.3164
H -0.05009 1.27370 -2.88133  0.3450
H -1.50985 0.81408 -2.34695  0.3251
H -1.84427 3.23737 -1.97996  0.3149
O -1.79571 -2.77764 3.28877  -0.6422
H -2.13236 -3.25177 4.17523  0.3316
H -0.90635 -2.54449 3.30543  0.3111

Summary:
**HOMO-LUMO gap**: 10.788 eV
**E**: -10574.129 eV
**E_HOMO**: -10.079 eV
**Structure (SMILES)**: CC[C@@H](C)CCO.O
**Net charge**: 0
**E_LUMO**: 0.7 eV
**Spin multiplicity**: 1

***

# 2
Molecular formula: C6H16O2
Method: DFT, the ωB97M-V functional and the def2-TZVPD basis

Last column: Mulliken charge in e.
CARTESIAN COORDINATES (ANGSTROEM)
C -1.09378 2.82433 0.45964  -0.8358
C -0.64177 1.74167 1.41710  -0.2993
O 0.44044 0.93490 0.90947  -0.3679
C 0.00000 0.00000 0.00000  -0.6370
H -1.78119 2.44326 -0.31424  0.0988
H -0.24192 3.31725 -0.03831  0.3237
H -1.62839 3.57422 1.06667  0.3639
H -1.44425 1.05086 1.73999  0.2734
H -0.21610 2.21085 2.32491  0.2799
H 0.91287 -0.47349 -0.39886  0.2494
H -0.59138 0.39114 -0.84492  0.2848
H -0.59600 -0.76823 0.52079  0.2459
C -4.77507 3.46068 -0.73739  -0.9805
C -5.14029 2.15265 -0.04771  -0.2105
O -4.78865 0.99782 -0.86373  -0.3504
C -4.56425 -0.23311 -0.22938  -0.5343
H -5.15306 3.42257 -1.77290  0.2860
H -3.68868 3.64920 -0.76615  0.1703
H -5.26411 4.30007 -0.21503  0.3326
H -6.23026 2.05078 0.11676  0.3561
H -4.64453 2.10149 0.94074  0.2750
H -5.36214 -0.44939 0.50083  0.3107
H -3.59644 -0.22316 0.29963  0.1222
H -4.54637 -1.04069 -0.98045  0.2430

Summary:
**HOMO-LUMO gap**: 10.703 eV
**E**: -10574.973 eV
**E_HOMO**: -9.719 eV
**Structure (SMILES)**: CCOC.CCOC
**Net charge**: 0
**E_LUMO**: 1.0 eV
**Spin multiplicity**: 1

***

# 3
Molecular formula: C6H16O2
Method: DFT, the ωB97M-V functional and the def2-TZVPD basis

Last column: Mulliken spin population.
CARTESIAN COORDINATES (ANGSTROEM)
C 0.71094 0.83080 -2.49424  -0.0001
C 1.53159 0.35520 -1.26273  0.0014
C 1.14253 -1.11030 -0.97228  0.1361
C 0.14736 -1.35594 0.37176  0.0701
C -1.58250 -3.07120 -0.34738  0.4224
C -1.13182 -1.82502 -0.27036  0.2284
H 1.21074 1.76715 -2.86461  0.0001
H -0.43502 0.99322 -2.21957  0.0005
H 0.65214 0.03311 -3.18637  -0.0005
H 2.67188 0.42512 -1.40822  0.0226
H 1.43160 1.11135 -0.38654  0.0043
H 1.97892 -1.65367 -0.55003  0.0295
H 0.70279 -1.74088 -1.80241  0.0015
H 0.03141 -0.31040 0.83132  0.0252
H 0.47405 -2.15447 1.16482  -0.0047
H -1.10362 -4.17955 -0.06399  0.0141
H -2.63007 -3.15975 -0.72827  0.0263
H -1.58315 -0.96698 -0.88284  0.0208
H 1.60000 1.04314 1.74964  0.0002
H 1.36923 2.35756 1.01823  -0.0004
O 1.16477 1.92061 1.81525  0.0023
H -1.33445 3.14836 2.65923  0.0000
H -2.10800 2.51897 1.58662  0.0000
O -2.14440 2.80770 2.55155  0.0000

Summary:
**HOMO-LUMO gap (spin up / spin down)**: 9.398 / 4.940 eV
**E**: -10564.384 eV
**E_HOMO (spin up / spin down)**: -13.738 / -13.738 eV
**Net charge**: +1
**<S²>**: 0.759
**E_LUMO (spin up / spin down)**: -4.3 / -8.8 eV
**Spin multiplicity**: 2

***

# 4
Molecular formula: C6H16PS3
Method: DFT, the ωB97M-V functional and the def2-TZVPD basis

Last column: Mulliken charge in e.
CARTESIAN COORDINATES (ANGSTROEM)
C -1.39245 -2.47575 -1.55107  -1.0321
C 3.80833 1.56867 0.29386  -1.0454
C -3.36113 1.23085 -0.30658  -1.1446
C -1.18552 1.81710 1.43757  -0.9930
C -0.96529 -2.50024 -0.05240  -0.2332
C 3.89981 0.03545 0.02978  -0.4431
P -1.61699 0.60943 0.14532  0.6856
S -1.87514 -1.30144 1.01324  -0.1074
S 2.43168 -0.76744 0.44893  0.0034
S -0.32808 0.80911 -1.38953  -0.0893
H -0.89594 -3.29173 -1.93021  0.4293
H -2.40487 -2.98386 -1.54770  0.2674
H -1.30685 -1.56786 -2.12381  0.3210
H 4.84469 1.95882 0.28548  0.3418
H 3.25111 1.97350 -0.51432  0.2846
H 3.48916 1.78977 1.21205  0.3929
H -3.21804 2.03718 -0.90982  0.4564
H -3.84866 1.52754 0.74498  0.3340
H -3.81896 0.44472 -0.79032  0.3940
H -0.16212 1.62714 1.80104  0.3204
H -1.99643 1.55499 2.29288  0.3499
H -1.36850 2.75454 0.98355  0.3776
H 0.14381 -2.45716 0.13604  0.1340
H -1.30911 -3.54197 0.38993  0.3351
H 4.75026 -0.39853 0.80569  0.2847
H 4.43523 -0.45283 -0.90458  0.3759

Summary:
**HOMO-LUMO gap (spin up / spin down)**: 5.058 / 7.026 eV
**E**: -48266.218 eV
**E_HOMO (spin up / spin down)**: -12.447 / -12.457 eV
**Net charge**: +1
**E_LUMO (spin up / spin down)**: -7.4 / -5.4 eV
**Spin multiplicity**: 1

***

# 5
Molecular formula: C6H16S
Method: DFT, the ωB97M-V functional and the def2-TZVPD basis

Last column: Mulliken charge in e.
CARTESIAN COORDINATES (ANGSTROEM)
C -1.15176 0.45963 -1.56615  -0.9830
C -2.21242 -0.58127 -1.27715  -0.4421
S -1.85396 -2.02512 -0.26642  -0.1157
C -1.10993 -1.39162 1.26700  -0.5423
H -1.17902 0.81538 -2.59995  0.3676
H -0.14040 0.05016 -1.67765  0.2333
H -1.09776 1.21145 -0.79209  0.2735
H -3.12285 -0.08645 -0.95072  0.3655
H -2.49969 -1.07920 -2.20734  0.2810
H -0.98285 -2.21789 1.96460  0.3434
H -0.13926 -0.98305 1.01612  -0.0507
H -1.83259 -0.76165 1.76466  0.2857
C 2.90888 0.67098 -0.17413  -0.7396
C 2.74429 1.41122 1.18303  -0.1974
C 2.44070 2.90032 1.02822  -1.2435
H 2.78802 1.46597 -0.90228  0.3304
H 2.02278 0.04796 -0.26649  -0.0441
H 3.80686 0.07387 -0.23054  0.3350
H 1.95256 0.96037 1.79747  0.2388
H 3.60557 1.22721 1.83730  0.3212
H 2.58682 3.43193 1.97375  0.3452
H 3.20316 3.33630 0.37902  0.3783
H 1.39340 3.08108 0.79374  0.2597

Summary:
**HOMO-LUMO gap**: 9.398 eV
**E**: -17315.953 eV
**E_HOMO**: -8.462 eV
**Structure (SMILES)**: CCSC.CCC
**Net charge**: 0
**E_LUMO**: 0.9 eV
**Spin multiplicity**: 1

***

# 6
Molecular formula: C6H17BrN2O4P
Method: DFT, the ωB97M-V functional and the def2-TZVPD basis

Last column: Mulliken charge in e.
CARTESIAN COORDINATES (ANGSTROEM)
O 1.06960 2.32717 0.67046  -0.5398
P 1.04671 1.18766 -0.21515  0.6019
O 0.91722 -0.25415 0.37390  -0.2353
O 2.18955 1.04483 -1.28968  -0.4908
N -0.35181 1.24828 -1.39015  -0.0874
C -0.64933 2.70311 -1.71600  -0.5904
C -1.69549 3.30742 -0.76250  -0.6005
N -1.89013 2.52407 0.45710  -0.2251
C -2.21392 1.10629 0.26690  -0.9017
C -1.68610 0.60912 -1.05967  -0.2730
Br -1.61850 -1.29317 -1.21355  0.0152
H 0.94126 -0.23411 1.34818  0.3585
H 2.63310 1.89649 -1.45016  0.3967
H -0.01896 0.79785 -2.24559  0.4967
H -1.03233 2.70241 -2.73470  0.4716
H 0.29144 3.24692 -1.72299  0.3249
H -2.62338 3.47127 -1.32157  0.3391
H -1.31994 4.28288 -0.46116  0.3742
H -2.65535 2.94440 0.96785  0.3177
H -3.29161 0.91690 0.24383  0.4428
H -1.80178 0.51864 1.08923  0.3568
H -2.34863 0.92543 -1.86176  0.4573
C 1.93547 -3.87147 2.45542  -0.8584
C 1.97861 -4.36832 1.02377  -0.2048
O 0.80238 -4.02140 0.29389  -0.4714
H 1.06117 -4.26765 2.97136  0.2697
H 2.82929 -4.17226 3.00181  0.3374
H 1.87933 -2.77799 2.48540  0.1694
H 2.02563 -5.45517 0.99670  0.2950
H 2.86638 -3.98285 0.51174  0.2457
H 0.73010 -3.06257 0.28712  0.2081

Summary:
**HOMO-LUMO gap**: 9.402 eV
**E**: -96994.485 eV
**E_HOMO**: -12.628 eV
**Net charge**: +1
**E_LUMO**: -3.2 eV
**Spin multiplicity**: 1